1.
Here is a 2-piece molecular cluster, C2H11N2O overall in a non-equilibrium geometry from OMol25. Energies are from wB97M-V/def2-TZVPD.

The geometry in ORCA input format:
```
! wB97M-V def2-TZVPD RIJCOSX def2/J DEFGRID3
* xyz 0 2
C 2.33 0.61 0.13
N 1.12 0.18 1.03
H 2.87 1.48 0.58
H 3.03 -0.19 -0.09
H 1.90 0.93 -0.82
H 1.47 -0.44 1.84
H 0.39 -0.55 0.48
H 0.63 1.08 1.27
N -2.02 -0.15 0.50
C -1.76 -0.62 -0.79
O -0.65 0.13 -1.38
H -2.41 0.73 0.67
H -2.34 -0.79 1.22
H -1.45 -1.71 -0.84
H -2.54 -0.62 -1.49
H -0.57 -0.07 -2.32
*
```

Results
HOMO level (spin up / spin down)	-3.25 / -9.63	eV
ΔE to the lowest compared entry with this formula, charge and spin	25.85	kcal per mole
HOMO-LUMO gap (spin up / spin down)	4.102 / 10.231	eV
maximum force	3.0	eV/A
<S²>	0.7507



2.
Here is a 6-piece molecular cluster, C26H57BrFN2O14P overall in a non-equilibrium geometry from OMol25. Energies are from wB97M-V/def2-TZVPD.

The geometry in ORCA input format:
```
! wB97M-V def2-TZVPD RIJCOSX def2/J DEFGRID3
* xyz 0 1
N -5.32 9.21 -0.49
P -5.45 8.90 -2.10
C -5.17 7.06 -2.53
Br -6.90 6.13 -2.94
C -4.49 7.14 -4.06
C -2.86 7.11 -3.73
O -1.85 7.09 -4.60
O -2.77 7.04 -2.24
C -3.94 6.22 -1.84
C -4.05 5.71 -0.28
O -4.40 6.56 0.73
N -3.74 4.28 0.16
C -2.56 3.70 -0.59
O -1.47 4.34 -0.99
F -2.61 2.22 -0.87
H -6.25 9.62 -0.17
H -6.81 9.34 -2.45
H -4.44 9.71 -2.77
H -4.94 6.14 -4.54
H -4.89 8.07 -4.67
H -3.83 5.30 -2.56
H -4.63 3.76 -0.02
C 2.17 -0.10 1.03
O 1.58 0.30 -0.20
C 0.80 1.49 -0.07
C 1.57 2.72 -0.59
O 2.70 3.01 0.24
C 3.92 2.56 -0.35
H 2.92 -0.87 0.82
H 2.66 0.73 1.54
H 1.41 -0.53 1.68
H 0.49 1.64 0.97
H -0.10 1.36 -0.68
H 0.90 3.59 -0.54
H 1.86 2.58 -1.63
H 4.20 3.23 -1.17
H 3.84 1.53 -0.72
H 4.70 2.60 0.41
C 1.98 -1.98 -2.54
O 1.80 -3.37 -2.80
C 2.51 -3.80 -3.97
C 3.81 -4.53 -3.59
O 4.75 -3.64 -2.98
C 4.79 -3.78 -1.57
H 1.61 -1.78 -1.53
H 3.03 -1.69 -2.59
H 1.40 -1.40 -3.26
H 2.72 -2.95 -4.63
H 1.86 -4.50 -4.50
H 4.28 -4.90 -4.51
H 3.61 -5.39 -2.94
H 5.31 -4.70 -1.31
H 3.78 -3.79 -1.13
H 5.33 -2.93 -1.15
C -0.61 -5.14 -1.58
O -1.71 -4.26 -1.36
C -2.10 -3.57 -2.56
C -3.35 -4.20 -3.18
O -3.08 -5.52 -3.67
C -3.55 -6.53 -2.79
H -0.52 -5.78 -0.70
H -0.76 -5.77 -2.46
H 0.31 -4.56 -1.69
H -1.27 -3.54 -3.28
H -2.33 -2.54 -2.27
H -3.65 -3.60 -4.05
H -4.18 -4.21 -2.47
H -4.64 -6.60 -2.86
H -3.27 -6.33 -1.75
H -3.12 -7.49 -3.09
C 5.89 -3.28 2.39
O 5.83 -4.65 1.99
C 7.12 -5.17 1.67
C 7.67 -6.03 2.81
O 7.96 -5.23 3.97
C 6.95 -5.35 4.96
H 4.92 -3.01 2.84
H 6.67 -3.11 3.13
H 6.06 -2.65 1.51
H 7.81 -4.37 1.41
H 6.99 -5.81 0.78
H 8.62 -6.47 2.49
H 6.99 -6.85 3.06
H 7.04 -6.32 5.47
H 5.95 -5.25 4.54
H 7.10 -4.56 5.70
C -5.12 4.25 4.27
O -5.18 2.88 3.87
C -3.89 2.36 3.55
C -3.34 1.50 4.69
O -3.05 2.30 5.85
C -4.06 2.18 6.84
H -6.09 4.52 4.72
H -4.34 4.42 5.01
H -4.95 4.88 3.40
H -3.20 3.16 3.29
H -4.02 1.72 2.67
H -2.39 1.06 4.37
H -4.02 0.68 4.94
H -3.97 1.21 7.35
H -5.07 2.28 6.43
H -3.91 2.97 7.58
*
```

Results
HOMO level	-8.80	eV
HOMO-LUMO gap	7.328	eV
SMILES	N=[PH2][C@@]1(Br)CC(=O)O[C@H]1C(=O)NC(=O)F.COCCOC.COCCOC.COCCOC.COCCOC.COCCOC
maximum force	9.8	eV/A



3.
Here is C4H7NS in the gas phase in a non-equilibrium geometry from OMol25. Energies are from wB97M-V/def2-TZVPD.

The geometry in ORCA input format:
```
! wB97M-V def2-TZVPD RIJCOSX def2/J DEFGRID3
* xyz 0 1
C 0.66 -0.76 -1.56
C 0.47 0.32 -0.46
S 1.31 1.73 -0.54
C -0.48 0.02 0.59
C -1.16 -1.17 0.73
N -2.07 -1.50 1.76
H 1.10 -1.69 -1.14
H 1.27 -0.41 -2.41
H -0.35 -1.01 -1.93
H -0.45 0.71 1.44
H -1.12 -1.88 -0.11
H -1.94 -0.94 2.59
H -2.03 -2.48 2.04
*
```

Results
HOMO level	-8.25	eV
ΔE to the lowest compared entry with this formula, charge and spin	21.79	kcal per mole
HOMO-LUMO gap	8.013	eV
SMILES	CC(=S)/C=C/N
maximum force	1.6	eV/A



4.
Here is a 8-piece molecular cluster, C36H34F5N3 overall in a non-equilibrium geometry from OMol25. Energies are from wB97M-V/def2-TZVPD.

The geometry in ORCA input format:
```
! wB97M-V def2-TZVPD RIJCOSX def2/J DEFGRID3
* xyz -1 2
F 8.30 -9.44 -22.35
C 6.93 -9.33 -22.25
C 6.17 -10.42 -22.46
C 4.76 -10.37 -22.57
C 4.10 -9.16 -22.31
C 4.88 -8.00 -22.16
C 6.26 -8.16 -22.09
H 6.57 -11.39 -22.74
H 4.09 -11.22 -22.58
H 3.02 -9.10 -22.30
H 4.40 -7.03 -22.11
H 6.87 -7.27 -22.00
F -2.48 -14.06 -25.95
C -3.60 -13.82 -25.12
C -3.35 -14.15 -23.86
C -4.33 -13.74 -22.94
C -5.57 -13.21 -23.41
C -5.83 -13.13 -24.80
C -4.80 -13.44 -25.64
H -2.42 -14.52 -23.46
H -4.10 -13.73 -21.88
H -6.35 -12.95 -22.71
H -6.70 -12.54 -25.06
H -4.89 -13.23 -26.70
F -5.21 -10.15 -19.89
C -3.96 -10.05 -20.12
C -3.41 -10.14 -21.44
C -2.03 -10.06 -21.65
C -1.17 -9.97 -20.50
C -1.72 -9.81 -19.23
C -3.13 -9.75 -19.03
H -3.92 -10.19 -22.38
H -1.56 -10.16 -22.61
H -0.10 -10.07 -20.51
H -1.06 -9.66 -18.39
H -3.53 -9.60 -18.04
F 3.74 -12.84 -20.74
C 4.48 -13.75 -20.10
C 4.87 -13.56 -18.76
C 5.46 -14.60 -18.02
C 5.69 -15.76 -18.71
C 5.33 -15.97 -20.03
C 4.81 -14.85 -20.76
H 4.62 -12.66 -18.23
H 5.61 -14.54 -16.95
H 6.19 -16.56 -18.18
H 5.40 -16.97 -20.43
H 4.37 -14.97 -21.74
F -3.17 -16.38 -21.96
C -2.09 -16.18 -21.23
C -0.85 -16.38 -21.80
C 0.26 -16.49 -21.00
C 0.19 -16.12 -19.62
C -1.08 -15.95 -19.09
C -2.25 -15.87 -19.89
H -0.78 -16.63 -22.85
H 1.17 -16.71 -21.54
H 1.08 -16.05 -19.01
H -1.20 -15.84 -18.02
H -3.21 -15.87 -19.38
C 4.06 -17.28 -25.31
C 3.30 -16.64 -24.16
N 2.71 -16.28 -23.32
H 4.28 -18.31 -25.04
H 5.02 -16.82 -25.53
H 3.42 -17.20 -26.19
C -0.29 -7.56 -24.60
C -1.68 -7.62 -24.30
N -2.79 -7.69 -24.08
H -0.25 -7.45 -25.69
H 0.14 -8.51 -24.27
H 0.29 -6.79 -24.09
C 1.17 -13.46 -22.57
C 1.09 -12.05 -22.97
N 1.06 -10.92 -23.26
H 0.51 -14.07 -23.18
H 0.90 -13.57 -21.52
H 2.19 -13.84 -22.64
*
```

Results
HOMO level (spin up / spin down)	0.41 / -7.17	eV
HOMO-LUMO gap (spin up / spin down)	1.872 / 9.404	eV
maximum force	9.7	eV/A
<S²>	0.7502